{
  "formula": "C7H18N2O",
  "method": "ωB97M-V/def2-TZVPD",
  "lumo_energy_ev": 0.534,
  "energy_ev": -12576.7627,
  "spin_multiplicity": 1,
  "smiles": "CC(C)(C)NN.CC(C)=O",
  "symbols": ["C", "C", "C", "C", "N", "N", "H", "H", "H", "H", "H", "H", "H", "H", "H", "H", "H", "H", "C", "C", "C", "O", "H", "H", "H", "H", "H", "H"],
  "coordinates": [[1.4601, -1.1280, 1.4733], [1.5209, -0.3289, 0.1700], [1.5408, 1.1740, 0.4879], [2.7577, -0.7156, -0.6434], [0.3439, -0.7451, -0.6191], [0.2034, -0.0298, -1.8065], [1.3949, -2.1927, 1.2573], [2.3541, -0.9456, 2.0659], [0.5900, -0.8364, 2.0598], [1.5571, 1.7647, -0.4264], [0.6727, 1.4511, 1.0835], [2.4350, 1.4178, 1.0579], [3.6627, -0.4742, -0.0889], [2.7611, -0.1804, -1.5898], [2.7478, -1.7835, -0.8511], [-0.5246, -0.5473, -0.0026], [-0.4038, 0.8275, -1.6272], [-0.3133, -0.6148, -2.4584], [-2.9461, -0.8543, 0.1882], [-2.0239, 0.2671, 0.6116], [-2.0492, 1.5995, -0.4864], [-1.7154, 0.4763, 1.7552], [-2.8124, -1.7063, 0.8564], [-3.9749, -0.5095, 0.2663], [-2.7485, -1.1620, -0.8366], [-1.3005, 2.2887, -0.1052], [-2.1634, 1.4778, -1.5624], [-3.0262, 2.0099, -0.2295]],
  "atomic_forces_ev_per_a": [[0.0, 0.1, -0.3], [0.2, -0.1, 0.0], [0.0, -0.3, -0.1], [-0.2, 0.1, 0.2], [-1.6, -0.1, 2.0], [-1.2, 1.8, -0.6], [0.0, -0.1, 0.0], [0.0, 0.0, 0.1], [-0.1, 0.0, 0.1], [0.0, 0.0, -0.1], [-0.1, 0.0, 0.1], [0.1, 0.0, 0.1], [0.1, 0.0, 0.0], [0.1, 0.0, 0.0], [0.0, -0.1, 0.0], [2.2, -0.8, -1.2], [1.4, -1.5, -0.6], [0.2, 0.1, 0.0], [0.9, -0.6, 0.1], [-2.3, 2.9, -1.3], [-0.6, -1.6, 2.3], [0.5, -0.2, -0.5], [-0.1, 0.0, 0.0], [0.0, 0.2, 0.0], [-0.1, 0.0, -0.1], [0.2, 0.1, -0.5], [0.6, -0.4, 0.1], [-0.1, 0.1, 0.4]]
}